{
  "formula": "C101H217N15O13",
  "method": "ωB97M-V/def2-TZVPD",
  "orbital_gap_ev": 8.289,
  "total_charge": 0,
  "total_energy_ev": -157209.937,
  "symbols": ["H", "C", "H", "C", "H", "H", "N", "O", "N", "C", "H", "H", "C", "O", "H", "C", "H", "C", "H", "H", "C", "C", "O", "H", "C", "H", "H", "H", "H", "H", "C", "C", "H", "H", "O", "H", "N", "H", "H", "C", "H", "N", "H", "H", "H", "H", "H", "H", "H", "C", "C", "H", "C", "H", "C", "H", "H", "H", "H", "H", "H", "H", "C", "H", "H", "H", "H", "H", "C", "H", "H", "H", "C", "H", "H", "H", "H", "C", "H", "H", "H", "H", "H", "H", "H", "C", "H", "H", "H", "O", "H", "C", "O", "H", "H", "H", "C", "H", "O", "H", "H", "H", "H", "N", "N", "C", "H", "H", "C", "H", "H", "H", "H", "C", "O", "C", "C", "H", "H", "C", "H", "C", "H", "C", "H", "H", "H", "H", "C", "H", "H", "C", "H", "H", "C", "H", "H", "H", "H", "H", "H", "C", "H", "C", "C", "H", "H", "H", "H", "H", "H", "C", "H", "C", "H", "H", "H", "H", "H", "H", "N", "H", "N", "H", "H", "H", "C", "H", "H", "N", "C", "H", "H", "H", "C", "C", "C", "H", "C", "C", "N", "H", "H", "O", "H", "C", "C", "C", "N", "H", "H", "C", "H", "H", "H", "H", "H", "C", "H", "H", "O", "C", "O", "H", "C", "H", "H", "H", "C", "H", "H", "H", "H", "H", "C", "H", "H", "C", "H", "H", "H", "H", "C", "H", "H", "H", "C", "H", "C", "H", "H", "H", "C", "C", "C", "C", "H", "C", "H", "H", "C", "C", "H", "C", "H", "H", "H", "H", "H", "H", "H", "H", "C", "H", "C", "C", "C", "H", "H", "C", "H", "C", "C", "H", "C", "H", "C", "N", "H", "C", "C", "C", "H", "H", "H", "H", "H", "H", "C", "C", "H", "H", "C", "C", "H", "H", "C", "H", "H", "H", "C", "C", "H", "H", "H", "C", "C", "H", "H", "H", "H", "H", "H", "H", "C", "H", "H", "O", "H", "H", "H", "C", "H", "O", "H", "N", "H", "H", "C", "H", "H", "C", "C", "H", "C", "H", "N", "H", "C", "H", "C", "C", "H", "H", "H", "H", "H", "H", "C", "N", "C", "C", "H", "H", "C", "H"],
  "xyz": [[22.85297, 20.54926, 8.75086], [21.76438, 18.18092, 24.87350], [21.82388, 13.04485, 23.16072], [14.76226, 11.85548, 18.25834], [21.63575, 14.99628, 17.43594], [20.15182, 27.25581, 17.98809], [13.81338, 20.66153, 21.04917], [19.51968, 15.77191, 18.78476], [18.76628, 24.73078, 18.34409], [13.30504, 13.91758, 21.15186], [23.64564, 17.06390, 21.33278], [16.45899, 16.52904, 12.74556], [21.28413, 14.21945, 11.61485], [20.17026, 24.48140, 18.25045], [17.40926, 18.47473, 10.10990], [24.57914, 13.70614, 18.21796], [22.78418, 17.60505, 18.67762], [18.43054, 12.00018, 12.70916], [15.63379, 24.32289, 13.80238], [14.63684, 16.75740, 16.65031], [25.36882, 18.30777, 13.40104], [13.16022, 13.89885, 19.62394], [12.48387, 20.67480, 20.57481], [18.31137, 19.55021, 16.71965], [17.38057, 15.77605, 22.17690], [16.69644, 13.61835, 20.51741], [22.01260, 14.52366, 25.53909], [12.52834, 15.97844, 19.44035], [23.19068, 10.92783, 14.24019], [26.52561, 12.95896, 20.31934], [20.99662, 18.35950, 16.61795], [19.94832, 13.48919, 11.56039], [21.29012, 17.74735, 21.46864], [24.46053, 20.13066, 9.24498], [26.03319, 22.06064, 17.99819], [21.04352, 18.55682, 11.41452], [27.48343, 14.29022, 17.85672], [22.98124, 16.53569, 12.58057], [13.74155, 18.48099, 23.02386], [22.36650, 13.43857, 14.42024], [20.66073, 15.79614, 25.62388], [17.12125, 15.86700, 23.52498], [27.73790, 10.98780, 17.01263], [22.82671, 23.03662, 19.99644], [12.75428, 15.84889, 12.72595], [16.86172, 15.83749, 9.08263], [21.97032, 17.67686, 13.19479], [13.28031, 10.48413, 19.08622], [29.00076, 11.67766, 18.06220], [21.08079, 17.68002, 23.60642], [24.21960, 24.13686, 18.13405], [21.18026, 14.95387, 12.40595], [23.53110, 19.88517, 13.47664], [21.75863, 16.25226, 19.32728], [12.16570, 14.93132, 19.19909], [17.89866, 19.33200, 19.22397], [16.33438, 22.60204, 9.48106], [20.14024, 14.52323, 14.29379], [22.08578, 17.44306, 10.41063], [21.85397, 19.27570, 24.80206], [18.17966, 11.41127, 13.52549], [18.69507, 28.02153, 18.43247], [18.67883, 21.79232, 11.86103], [15.20241, 15.62606, 9.22858], [11.78843, 18.11537, 12.59060], [26.98204, 19.99670, 19.41791], [14.30327, 14.70684, 11.32816], [13.68289, 14.95149, 21.45870], [21.03625, 13.81043, 23.21714], [23.44392, 13.44114, 14.65908], [11.20712, 14.71114, 19.67219], [25.75247, 18.86454, 20.00885], [23.56949, 20.39194, 19.94768], [12.05875, 16.26358, 10.60530], [18.55891, 20.81084, 11.42200], [17.19779, 23.87481, 14.31388], [17.75634, 18.24470, 15.83099], [16.67510, 23.71264, 19.09832], [23.87837, 21.01345, 20.83461], [11.69397, 12.26399, 19.79167], [21.59068, 21.04556, 20.31465], [17.65021, 12.65199, 12.47032], [18.27670, 23.33765, 21.14406], [19.86615, 17.66564, 15.01111], [20.37942, 13.48800, 23.96453], [13.72416, 18.25976, 21.96273], [14.17479, 23.65461, 22.72472], [21.14966, 18.70567, 9.60363], [19.42311, 22.03290, 17.86495], [16.40256, 15.75594, 21.37777], [22.13350, 21.56166, 13.29996], [17.08064, 26.20886, 19.22902], [14.83964, 19.00247, 10.21536], [17.43396, 14.02974, 18.20496], [15.57620, 21.78224, 23.80725], [19.93839, 19.49859, 15.06275], [13.85462, 23.11108, 21.83736], [27.18865, 11.40135, 19.66397], [14.82258, 18.76367, 15.87151], [19.14225, 22.74237, 13.78968], [15.29934, 25.08292, 19.94713], [16.18647, 14.24259, 17.06014], [18.89447, 25.65667, 21.24084], [14.93245, 17.89934, 11.18240], [20.82328, 11.89004, 13.03052], [14.99655, 21.30127, 14.08649], [14.04914, 13.20676, 21.60136], [25.43941, 19.83543, 17.08139], [16.19153, 23.50988, 14.27948], [23.46980, 19.73018, 14.58688], [16.23779, 16.19114, 23.81975], [21.75762, 23.01404, 18.64522], [13.30300, 20.52123, 24.10676], [13.73998, 18.20469, 15.95851], [20.75916, 11.17459, 14.23621], [13.66689, 11.48898, 19.23843], [19.05144, 27.05359, 18.09921], [16.79530, 27.15035, 19.63268], [14.45945, 23.44336, 20.98655], [18.75711, 23.03055, 20.26368], [19.57604, 22.23017, 11.44975], [15.81342, 19.39505, 21.40630], [20.49603, 13.85231, 22.24442], [20.98733, 17.02928, 17.46644], [24.56998, 24.55300, 19.03473], [24.29684, 22.00439, 16.18591], [26.07504, 20.31877, 20.90037], [12.58800, 19.20255, 11.49176], [13.97246, 21.56650, 22.27052], [16.23694, 18.36632, 21.56620], [23.36069, 14.10496, 24.58532], [23.80421, 22.68391, 18.17936], [12.68454, 18.12558, 21.78575], [21.09415, 19.24760, 17.41016], [16.23484, 12.75513, 20.10801], [17.13872, 12.10795, 19.84071], [20.56561, 10.33678, 13.89203], [17.09085, 19.86633, 22.98860], [19.04244, 18.14895, 19.92264], [12.84774, 23.39512, 21.60916], [12.94083, 16.42473, 16.40119], [25.19481, 15.14642, 17.89049], [19.47133, 21.04630, 13.59156], [21.91842, 17.91632, 22.36196], [18.77184, 18.65458, 18.99526], [15.86192, 17.22573, 8.52881], [17.11060, 24.90402, 11.25588], [15.26708, 20.33275, 13.68901], [23.62004, 21.36317, 11.45240], [16.45615, 17.73505, 18.10148], [16.24403, 23.88921, 18.13430], [13.03246, 21.35250, 23.41422], [19.99514, 12.68319, 10.91294], [22.29670, 21.09247, 19.48949], [18.06565, 22.38533, 9.22668], [12.26864, 12.59266, 18.14338], [21.18314, 17.99995, 19.26192], [14.48782, 18.64628, 9.38215], [20.09265, 19.58426, 23.29146], [14.11637, 21.67875, 13.64830], [24.89523, 21.94230, 18.82174], [19.68499, 19.17273, 18.70292], [18.66329, 15.72059, 21.73164], [21.67705, 13.10361, 15.19012], [21.29907, 15.59292, 15.73328], [22.58840, 21.59152, 16.66927], [18.56154, 26.01863, 19.06966], [27.35020, 16.42868, 16.66677], [24.45334, 20.54271, 13.31194], [13.75682, 16.90730, 16.20093], [25.96301, 19.94844, 19.85231], [14.19161, 17.28738, 21.85502], [21.89157, 18.41543, 16.08304], [11.97776, 20.15729, 21.21469], [23.38405, 19.73018, 9.16397], [27.28191, 16.60435, 17.77083], [16.37019, 24.99607, 19.96812], [21.80127, 15.62849, 21.40129], [24.56610, 19.77184, 17.71631], [19.78125, 18.47161, 23.46240], [19.58037, 16.62482, 17.55152], [23.02869, 23.29088, 16.29397], [21.94797, 20.48494, 18.67605], [20.01417, 15.96548, 24.91081], [19.24406, 14.98971, 18.35060], [23.41826, 22.32712, 16.74284], [22.64726, 14.93622, 24.74028], [23.20960, 11.37114, 13.29458], [20.68399, 16.19698, 23.68500], [24.98546, 24.14049, 17.36943], [17.35435, 20.28665, 13.77687], [21.75042, 17.20958, 18.78333], [15.43271, 10.97159, 18.23957], [23.06740, 10.57748, 12.57175], [13.33883, 18.89461, 12.99593], [13.22562, 18.76556, 19.18261], [25.85061, 14.99013, 20.50673], [14.33773, 19.28571, 21.08889], [16.33406, 19.86159, 20.51682], [24.54790, 15.90977, 18.38636], [24.38199, 17.57754, 10.75227], [12.75301, 18.48985, 12.21405], [15.28580, 23.00288, 11.59823], [18.20004, 22.90138, 16.96214], [23.94501, 18.56500, 12.85233], [15.39731, 15.40197, 20.06235], [17.83120, 15.61647, 24.19542], [19.09458, 13.18486, 14.88317], [17.50682, 21.38161, 14.03943], [25.23715, 15.23955, 16.80036], [23.76833, 17.28347, 23.14529], [23.17758, 15.86080, 25.08387], [11.72316, 18.45292, 15.99910], [19.40876, 16.00941, 22.35704], [18.54385, 18.56278, 16.47708], [24.32842, 18.74303, 17.91588], [24.42706, 13.65902, 19.31024], [22.31766, 20.55439, 12.84292], [12.54899, 17.59437, 9.55784], [14.54273, 22.36287, 11.40759], [25.34140, 18.13126, 14.51636], [28.28672, 16.79150, 18.18373], [25.55318, 12.65116, 17.66142], [19.08942, 18.46214, 24.31263], [12.90983, 22.27839, 23.96458], [13.70308, 16.25108, 9.74914], [13.69770, 16.27220, 12.55283], [16.03779, 22.07508, 22.14460], [26.64799, 15.40105, 18.42595], [17.10456, 16.26969, 18.52825], [16.89640, 16.40113, 16.94029], [18.60129, 24.21122, 10.53678], [12.92435, 16.84258, 10.28358], [16.22101, 22.15809, 13.60564], [22.66778, 20.75714, 11.32983], [17.86903, 24.12893, 11.39156], [18.25193, 17.28462, 11.04769], [22.59006, 22.52884, 19.08503], [18.50729, 24.31530, 12.27540], [25.59744, 12.80029, 16.58681], [26.63942, 15.55564, 19.94632], [18.45945, 22.46954, 17.92873], [18.57450, 11.33879, 11.83780], [15.98618, 16.41083, 9.30647], [28.65714, 12.50228, 16.61531], [14.80514, 19.42121, 18.92623], [18.52638, 14.25959, 13.71279], [19.32793, 27.23821, 20.61544], [15.78548, 23.39547, 15.28243], [16.52727, 24.92918, 21.03318], [22.27829, 18.99074, 22.45368], [26.45839, 22.77444, 18.48361], [19.45960, 13.75999, 14.02677], [21.96939, 21.40020, 10.85060], [24.77858, 20.44667, 19.00451], [27.23558, 12.48279, 19.60964], [16.07063, 15.91720, 11.89606], [23.65619, 13.70260, 17.62926], [19.84781, 23.28787, 20.28694], [18.76054, 21.79342, 13.36565], [11.97995, 21.18626, 23.18652], [21.76138, 15.17950, 23.50829], [17.50676, 22.57399, 11.36566], [19.20807, 18.23923, 22.55099], [19.30970, 26.16510, 20.37345], [21.49479, 14.83325, 10.67155], [22.97363, 19.40265, 10.61525], [24.08832, 18.80326, 11.39978], [16.99696, 12.70026, 17.11123], [27.09346, 12.91128, 18.12902], [22.22304, 12.51371, 13.16924], [21.70621, 18.44264, 10.56355], [12.28518, 13.87884, 21.56666], [14.08272, 11.40917, 20.27195], [23.32884, 14.78093, 21.95933], [26.41512, 16.62254, 20.20485], [12.04628, 14.90920, 18.09578], [25.40194, 11.58562, 17.85877], [15.44127, 21.46803, 22.77303], [16.04283, 20.07071, 22.72605], [29.41088, 13.97608, 17.89434], [14.65815, 17.80302, 19.48606], [17.24776, 22.15316, 9.87766], [16.01230, 16.99361, 10.75160], [21.38780, 19.98448, 12.85884], [27.70484, 15.30735, 20.26644], [16.56946, 13.54389, 17.76775], [14.95309, 21.11864, 15.20755], [18.71485, 26.89267, 17.10631], [16.64560, 26.15962, 18.23632], [13.59852, 17.40868, 11.51530], [17.33235, 17.80552, 10.97893], [28.23936, 12.50449, 20.03363], [21.10855, 18.03469, 25.76728], [14.85704, 14.55659, 13.03558], [12.59329, 12.52260, 19.19810], [15.50543, 13.12937, 18.77494], [24.20507, 11.82690, 13.08009], [16.22259, 22.79608, 19.54343], [20.25168, 24.34900, 17.30166], [17.59300, 21.45126, 15.15091], [15.56400, 19.46235, 23.49898], [16.85921, 15.25565, 11.74868], [23.24322, 17.11536, 14.21050], [23.12189, 16.98660, 22.30192], [22.46932, 12.59541, 11.10516], [17.82993, 21.51910, 18.01271], [28.81770, 14.43326, 18.46011], [14.44995, 12.04450, 17.27374], [22.17161, 14.48510, 14.24008], [17.27763, 18.51799, 11.77302], [22.43056, 13.30697, 11.90620], [23.70725, 20.13606, 17.21306], [15.00247, 15.45765, 19.16661], [14.06579, 16.74390, 13.50800], [16.32691, 22.14344, 12.07946], [26.03284, 19.14563, 13.30392], [25.89882, 17.39457, 13.09601], [18.19680, 23.51686, 18.92521], [22.76246, 16.15565, 16.56686], [25.35644, 17.44352, 10.88004], [19.81271, 18.54044, 15.67163], [19.69014, 12.85192, 12.82296], [15.57263, 12.30527, 20.80793], [14.25028, 18.77695, 19.51468], [18.76742, 21.93836, 20.30529], [12.53530, 18.70531, 15.47047], [23.35503, 24.76581, 17.92123], [22.98396, 17.42267, 13.21364], [17.11811, 21.08300, 9.93738], [21.72896, 15.87591, 16.76365], [14.70234, 15.21921, 12.18386], [18.85066, 15.56264, 20.74090], [19.07645, 14.10172, 11.26287], [23.35741, 18.88265, 8.45913], [12.63033, 19.73197, 15.36716], [26.69091, 17.55905, 18.02064], [20.33597, 25.88306, 20.32468], [22.52226, 15.55800, 22.25472], [14.40531, 14.16506, 18.83019], [17.21604, 17.01298, 17.79713], [18.54870, 17.68962, 17.71956], [23.39292, 19.40585, 20.34012], [23.29022, 13.90077, 11.87174], [28.15510, 11.99230, 17.42457], [22.68611, 17.73864, 25.14687]],
  "mulliken_charge": [0.398, -2.199, 0.469, -1.424, 0.447, 0.273, 0.262, -0.211, -0.267, -0.831, -0.410, -0.111, 0.816, -0.236, 0.419, 0.109, -0.389, -2.438, 0.165, -0.290, -1.810, 1.511, -0.468, -0.667, -0.228, 0.324, 0.557, 0.059, 0.482, 0.216, 1.636, -1.555, -1.182, 0.441, -0.469, -0.230, -0.049, 0.297, 0.311, -0.387, 0.328, -0.221, 0.297, 0.916, 0.922, 0.347, 0.024, 0.430, 0.431, 2.754, -2.226, -0.276, -1.360, 0.100, -1.832, -0.208, 0.418, -0.092, 0.528, 0.435, 0.464, 0.490, -1.204, 0.530, 0.343, 0.388, 0.365, -0.219, -1.876, 0.253, 0.522, 0.047, -1.575, 0.404, -0.083, 0.379, 0.305, -0.660, 0.745, 0.412, 1.192, 0.382, 0.332, 0.260, 0.496, -1.798, 0.418, 0.475, 0.315, -0.737, 0.474, -1.829, -0.475, -0.205, 0.633, -1.011, -2.045, 0.525, -0.171, 0.289, 0.910, 0.212, 0.273, 0.843, -0.248, -1.482, 0.174, 0.620, -1.875, -0.784, 0.239, -0.904, 0.309, -0.110, -0.443, -0.540, -2.103, 0.587, 0.145, -1.358, 0.365, 1.651, 0.166, 1.312, 0.401, 0.453, 0.311, 0.639, 1.967, -0.928, 0.432, 2.459, 0.602, -1.968, -2.028, 0.382, 0.418, 0.218, -0.282, 0.485, 0.075, 0.140, -0.828, -0.546, 0.299, 0.268, 0.239, 0.174, 0.270, -0.567, 0.296, -1.835, 0.645, 0.789, 0.405, 0.323, -0.083, 0.276, 0.465, 0.689, -0.108, -0.347, 0.599, 0.516, -0.789, -0.302, 2.214, 0.355, 0.720, 0.203, -1.601, -0.147, 0.054, 0.385, -1.773, -1.615, -0.931, -0.538, -0.327, -1.412, 0.243, 0.596, -0.928, -0.763, 0.016, -1.559, -1.666, -2.270, 1.023, 0.621, -0.103, -0.050, 0.388, 0.455, 0.003, 0.670, -0.147, 2.017, -0.840, -0.977, -0.482, -1.881, -0.601, 0.868, 2.771, -0.136, 0.137, 0.591, -0.009, 0.459, 0.556, 0.181, 0.272, -0.622, 0.442, -0.524, 0.206, 0.891, 0.314, 0.369, 0.081, 0.468, -1.533, 0.551, 0.465, 0.284, -0.779, -0.604, 1.731, 0.167, 0.402, 0.412, -1.585, 1.753, -1.877, -1.591, 0.665, -1.076, 0.345, 0.257, -0.875, -2.032, 0.517, -1.607, 0.487, 0.747, 0.277, 0.442, 0.290, 0.364, 0.683, 0.430, -1.400, 0.495, 2.811, -1.724, -0.573, -0.131, -0.124, 0.653, 0.396, 1.847, 1.256, -0.252, -1.721, 0.340, 1.955, 0.093, 0.450, 1.639, 2.486, -1.410, 0.529, 0.278, 0.565, 0.124, 0.176, 0.662, -0.456, -1.122, 0.386, -0.307, -1.592, 1.873, -0.742, 0.393, -1.638, -0.059, 0.437, 0.383, 1.553, -2.501, 0.372, 0.423, 0.586, -1.158, 2.260, 0.424, -0.371, 0.295, -0.092, 0.342, 0.319, 0.338, -0.096, 0.478, -0.454, -0.529, 0.546, -0.988, 0.231, -2.072, -0.370, 1.255, -0.454, 1.099, 0.538, 0.445, 3.068, -0.221, 0.400, 0.528, 2.464, 0.418, -1.694, 0.114, -0.255, 0.328, -1.545, 0.156, -0.507, -1.270, 0.171, -0.044, 0.295, 0.298, 0.145, 0.255, -1.124, 0.237, -1.134, 1.688, -0.797, 0.469, -1.833, 0.434]
}